(1)
Entry from the Open Molecules 2025 dataset: a 9-piece molecular cluster, C45H45N9 overall at a distorted geometry (wB97M-V/def2-TZVPD).

The spin multiplicity is 2. The total energy comes out at -60792.272 eV. Its energy above the lowest of the compared OMol25 structures with the same formula, charge and spin is 6.7 kcal per mole. The LUMO energy (spin up / spin down) comes out at -0.1640 / -0.3058 Ha. The net charge is +1. Its expectation value of S² is 0.767. Its molar mass is 711.918 Da.

Each line ends with the Löwdin spin population.
Positions of all 99 atoms, in Å:
N  -4.4019  -4.1308  -0.9270  0.000
C  -5.0766  -3.0055  -1.2261  0.000
C  -4.4903  -1.7396  -1.3085  0.000
C  -3.1078  -1.6154  -1.1864  0.000
C  -2.4308  -2.7740  -0.8430  0.000
C  -3.1088  -3.9758  -0.6126  0.000
H  -6.1417  -3.1841  -1.2347  0.000
H  -5.1165  -0.9368  -1.6687  0.000
H  -2.6024  -0.6919  -1.4273  0.000
H  -1.3732  -2.6429  -0.6680  0.000
H  -2.5471  -4.7692  -0.1421  0.000
N  3.3214  3.5944  4.0036  0.013
C  3.3391  4.3114  2.9198  0.211
C  2.8437  3.8936  1.6555  0.243
C  2.3075  2.6257  1.5748  0.012
C  2.2322  1.8633  2.6583  0.200
C  2.8061  2.3558  3.9281  0.264
H  3.7953  5.2890  2.9703  0.007
H  2.7831  4.6029  0.8433  0.009
H  1.9504  2.2048  0.6465  -0.003
H  1.7727  0.8906  2.5633  0.007
H  2.7948  1.7279  4.8068  0.009
N  2.1260  -1.9088  -3.7604  0.000
C  1.5197  -2.9649  -4.4030  0.000
C  2.1881  -3.9680  -5.0597  0.000
C  3.5858  -3.9420  -5.0846  0.000
C  4.2698  -2.8476  -4.5686  0.000
C  3.4756  -1.8288  -3.9412  0.000
H  0.4496  -3.0376  -4.2763  0.000
H  1.6809  -4.7164  -5.6504  0.000
H  4.1500  -4.7678  -5.4921  0.000
H  5.3370  -2.8003  -4.7274  0.000
H  3.9138  -0.9046  -3.5946  0.000
N  -0.0233  -1.3913  4.6628  0.000
C  0.5128  -1.4336  5.9032  0.000
C  0.7885  -2.6351  6.5965  0.000
C  0.5919  -3.8688  5.9402  0.000
C  -0.1408  -3.7727  4.6960  0.000
C  -0.4171  -2.5356  4.1058  0.000
H  0.6306  -0.4392  6.3078  0.000
H  1.2419  -2.5017  7.5676  0.000
H  0.7558  -4.8244  6.4158  0.000
H  -0.3351  -4.7253  4.2257  0.000
H  -0.7849  -2.6119  3.0932  0.000
N  7.1731  0.0252  -1.3434  0.000
C  6.5244  1.2406  -1.2004  0.000
C  5.0801  1.2035  -1.1066  0.000
C  4.4468  -0.0213  -0.9719  0.000
C  5.1306  -1.2416  -1.0686  0.000
C  6.4932  -1.1685  -1.2968  0.000
H  7.0706  2.1581  -1.3625  0.000
H  4.5488  2.1368  -0.9926  0.000
H  3.3897  0.1368  -0.8175  0.000
H  4.7373  -2.2365  -0.9207  0.000
H  7.0793  -2.0719  -1.2150  0.000
N  0.7284  -0.3702  -0.0155  0.000
C  -0.1672  0.1386  0.8666  0.000
C  -1.1642  1.1259  0.5861  0.000
C  -1.2213  1.5852  -0.7080  0.000
C  -0.4214  0.9833  -1.6378  0.000
C  0.5832  0.0756  -1.3422  0.001
H  0.0376  -0.1790  1.8783  0.000
H  -1.6571  1.5939  1.4255  0.000
H  -2.0534  2.2104  -0.9962  0.000
H  -0.6193  1.1890  -2.6794  0.000
H  1.3146  -0.3498  -2.0133  0.000
N  -2.3101  -0.7259  -5.3483  0.000
C  -2.9340  -0.8461  -6.5327  0.000
C  -2.3284  -1.2120  -7.7145  0.000
C  -0.9799  -1.5498  -7.6635  0.000
C  -0.2930  -1.4734  -6.4573  0.000
C  -0.9581  -1.0318  -5.3370  0.000
H  -3.9820  -0.6024  -6.4396  0.000
H  -2.8530  -1.1785  -8.6579  0.000
H  -0.3885  -1.7968  -8.5328  0.000
H  0.7860  -1.5192  -6.4511  0.000
H  -0.3185  -0.9196  -4.4740  0.000
N  -0.9173  2.9847  4.9581  0.020
C  -0.5394  3.6075  6.1165  0.002
C  -1.0531  3.1421  7.3003  0.001
C  -1.9463  2.0618  7.3616  0.000
C  -2.1421  1.3631  6.1826  0.001
C  -1.6785  1.8692  4.9964  0.001
H  0.0060  4.5393  6.1435  0.000
H  -0.8761  3.6666  8.2277  0.000
H  -2.5109  1.7528  8.2288  0.000
H  -2.7202  0.4511  6.1623  0.000
H  -1.9528  1.4972  4.0203  0.000
N  -4.5960  4.7289  -1.4280  0.000
C  -3.9985  4.9180  -0.2281  0.000
C  -3.8462  3.7824  0.5680  0.000
C  -4.3237  2.5177  0.2410  0.000
C  -4.9978  2.3404  -1.0336  0.000
C  -5.1599  3.5326  -1.7658  0.000
H  -3.6299  5.9267  -0.1146  0.000
H  -3.3634  3.9658  1.5165  0.000
H  -4.2294  1.6383  0.8608  0.000
H  -5.3494  1.3741  -1.3637  0.000
H  -5.7151  3.5642  -2.6917  0.000



(2)
Entry from the Open Molecules 2025 dataset: C45H46BaN8O3 as an isolated structure at a distorted geometry (wB97M-V/def2-TZVPD).

The spin multiplicity is 1. The total energy comes out at -66168.233 eV. Its energy above the lowest of the compared OMol25 structures with the same formula, charge and spin is 0.0 kcal per mole. The LUMO energy comes out at -0.0016 Ha. Its molar mass is 884.244 Da.

Each line ends with the Mulliken charge.
Positions of all 103 atoms, in Å:
Ba  15.7277  12.0691  10.3641  1.521
C  11.8610  13.7763  11.3545  -0.885
N  13.2216  13.2890  11.7062  1.204
C  14.0405  14.4875  11.9219  -0.780
C  14.2222  15.3419  10.6854  -0.209
C  13.7876  16.6556  10.6307  -0.523
C  13.9597  17.3990  9.4585  -0.435
C  14.5378  16.7884  8.3631  -0.676
C  14.8927  15.4462  8.5055  -0.624
N  14.7618  14.7286  9.6137  0.470
C  13.1861  12.3500  12.8633  -2.531
C  13.6469  10.8424  12.7034  2.873
C  13.1687  10.0821  13.9179  -1.223
C  13.9702  9.3297  14.6901  -0.498
C  15.3666  9.2800  14.4318  -1.122
C  15.7972  10.0708  13.4051  -1.056
N  15.1014  10.8289  12.5582  0.271
C  11.0468  12.8254  10.5194  0.346
C  9.9546  12.1683  11.0549  -0.660
C  9.2529  11.2803  10.2500  -0.434
C  9.6350  11.1511  8.9311  -0.393
C  10.7264  11.8858  8.4762  -0.407
N  11.4263  12.6921  9.2609  -0.335
H  12.0067  14.6898  10.7779  0.554
H  11.3261  14.0986  12.2519  0.330
H  15.0380  14.2131  12.2953  0.505
H  13.5992  15.1194  12.7083  0.263
H  13.2934  17.0980  11.4940  0.457
H  13.5907  18.4151  9.3895  0.436
H  14.6561  17.3192  7.4146  0.415
H  15.2884  14.9253  7.6558  0.461
H  12.1810  12.3404  13.2677  0.327
H  13.8889  12.7236  13.6344  0.535
H  12.1106  10.1069  14.1204  0.385
H  13.5224  8.7514  15.4903  0.395
H  16.0463  8.6712  15.0389  0.354
H  16.8674  10.0547  13.2243  0.323
H  9.7340  12.2476  12.1061  0.385
H  8.4344  10.7093  10.6639  0.425
H  9.1181  10.5081  8.2343  0.418
H  11.0628  11.7936  7.4514  0.416
C  24.4972  10.0373  10.7714  -0.884
O  23.1628  9.5561  10.7382  -0.455
C  22.6654  9.4216  9.4696  0.770
C  21.4628  8.7395  9.2822  -0.621
C  20.9185  8.5319  8.0363  -0.049
C  21.5760  9.0330  6.8914  -0.199
C  22.8163  9.6323  7.0451  -0.470
C  23.3095  9.8747  8.3240  -0.250
N  21.1898  8.8302  5.5308  -0.470
N  20.0139  8.8654  5.1335  -0.531
C  18.9120  9.3965  5.8585  -0.037
C  17.7102  8.7086  5.7294  -0.458
C  16.5627  9.0367  6.4521  -0.925
C  16.5874  10.1088  7.3801  -0.055
O  15.6759  10.4504  8.1927  -0.330
C  17.8189  10.8632  7.4325  0.143
N  17.7737  11.8825  8.3567  0.325
C  18.8173  12.6498  8.5139  -0.109
C  19.9601  12.5484  7.7342  -1.081
C  20.0166  11.5198  6.8178  -0.424
C  18.9584  10.5713  6.6588  0.413
H  24.8605  9.9391  11.7987  0.245
H  24.5504  11.0826  10.4468  0.320
H  25.1353  9.4118  10.1608  0.385
H  20.9436  8.3727  10.1676  0.424
H  19.9662  8.0102  7.9477  0.388
H  23.3510  10.0134  6.1720  0.421
H  24.2677  10.3828  8.3858  0.341
H  17.7315  7.8388  5.0825  0.382
H  15.6814  8.4288  6.3264  0.475
H  18.7757  13.3883  9.3106  0.437
H  20.8094  13.2120  7.8444  0.421
H  20.8956  11.4373  6.1905  0.609
C  18.1959  16.1098  12.9838  -1.072
N  18.3211  14.9432  13.8307  0.251
C  18.8575  15.1044  15.1848  -1.123
C  17.9484  13.7250  13.3563  0.656
C  18.1922  12.4982  14.1974  -1.321
O  17.4308  13.5734  12.2359  -0.458
H  19.1306  16.6596  12.9855  0.437
H  17.4109  16.7872  13.3579  0.341
H  17.9367  15.7802  11.9889  0.231
H  18.7293  16.1421  15.4774  0.388
H  19.9190  14.8510  15.1933  0.300
H  18.3257  14.4752  15.8922  0.403
H  19.0773  12.5659  14.8153  0.531
H  18.3218  11.6539  13.5101  0.162
H  17.3283  12.2871  14.8160  0.373
C  12.8615  10.2464  11.4822  0.394
C  13.4091  9.0177  10.7630  -0.175
C  14.3130  8.0779  11.2731  0.136
C  14.7554  7.0198  10.4735  -1.231
C  14.2637  6.8691  9.1881  -0.320
C  13.3493  7.7799  8.6912  -0.938
C  12.9544  8.8472  9.4682  0.359
H  11.8650  10.0028  11.8951  0.522
H  12.6838  10.9974  10.7165  -0.887
H  14.7067  8.1542  12.2957  0.285
H  15.4457  6.2780  10.8514  0.446
H  14.5815  6.0455  8.5724  0.428
H  13.0183  7.7113  7.6746  0.397
H  12.2863  9.5762  9.0148  0.054